This record from the Open Molecules 2025 dataset describes a gas-phase ion, C4H8NO2 (charge +1). The level of theory is wB97M-V/def2-TZVPD.

Summary:
LUMO, eV: -5.2
Structure (SMILES): C=[NH+]/C=C\OCO
Total charge: +1
Maximum force, eV/Å: 5.0

XYZ file:
```
15
Properties=species:S:1:pos:R:3:forces:R:3
C 0.5697 1.3090 -2.1132 -0.94 -0.67 1.71
H 0.5927 1.2334 2.2593 -0.95 -1.63 -0.42
H 1.0131 2.2129 -2.0381 1.51 2.93 0.52
H 0.3301 1.0645 -3.0884 -0.59 -1.60 -1.53
C 0.1960 0.5405 1.4506 0.70 0.73 -0.67
H -0.0924 -0.1731 -1.1032 -1.57 -3.34 -0.36
H -1.9570 -1.1445 0.7845 1.10 -0.42 -1.04
C 0.4685 1.1529 0.2461 -0.18 -0.20 1.47
N 0.2332 0.7203 -1.0257 0.75 0.83 -1.85
C -0.9348 -1.6062 0.9550 -3.30 3.65 -0.93
H 0.9215 2.1134 0.1212 0.27 0.57 1.30
H -1.2014 -2.3134 1.6435 0.13 -2.81 1.30
O -0.2298 -1.9402 -0.1747 0.34 -0.41 1.32
O -0.3322 -0.6606 1.8168 2.15 2.65 0.40
H 0.4227 -2.5089 0.2663 0.58 -0.27 -1.23
```
Positions in Å, forces in eV/Å.

Mulliken population analysis, charges in e, atoms 1 to 4: -0.15, 0.31, 0.26, 0.29


This record from the Open Molecules 2025 dataset describes a molecular structure, C15H14BrF3N2O14P2SYb. The level of theory is wB97M-V/def2-TZVPD.

Summary:
LUMO (spin up / spin down), eV: 2.4 / 2.4
Total charge: -1
Maximum force, eV/Å: 1.6
Spin multiplicity: 2

XYZ file:
```
53
Properties=species:S:1:pos:R:3:forces:R:3
O 2.9153 -2.4527 1.2572 0.01 -0.05 -0.05
H -2.5706 4.5163 -0.2341 0.00 0.00 0.00
P 0.8612 -0.5661 3.5128 0.10 -0.09 -0.24
O 0.2583 -1.1507 2.2386 -0.19 -0.17 0.53
Br -0.2563 -4.2395 1.0512 -0.03 0.18 0.15
O -0.1187 1.7246 1.1468 -0.15 -0.10 0.21
C 3.4206 0.6157 3.6987 0.07 0.08 0.02
O -1.1932 3.6081 1.7235 0.03 0.05 -0.05
H 3.1292 0.7944 4.7340 -0.01 -0.04 0.00
C 1.6455 -3.1696 -2.9812 -0.02 0.08 0.01
O -2.3687 -0.1295 1.4980 -0.46 -0.07 -0.05
C -2.5354 3.5963 -0.7990 0.03 -0.06 -0.01
F -3.9390 -3.4673 0.8278 -0.03 -0.06 -0.10
H -3.7937 4.2215 -2.4196 0.00 -0.01 -0.01
O 4.5009 -0.5338 1.0613 0.13 0.10 -0.01
C 1.6737 -4.4806 -2.5447 0.00 -0.06 0.01
S -3.0982 -0.9938 0.5698 0.47 0.12 -0.08
O -4.2782 -0.4894 -0.0550 -0.04 -0.05 0.00
N 0.5492 -2.4924 -0.9643 0.02 -0.04 0.14
C -0.9935 2.6709 0.9762 0.20 -0.18 0.10
H -3.6048 2.0233 -3.5955 0.00 0.01 0.00
H 2.9299 -2.8271 2.1626 0.00 0.03 -0.04
C -3.6857 -2.4063 1.5958 0.01 0.01 0.07
C -2.3426 1.1979 -2.0788 -0.01 0.02 0.04
H 3.1485 1.5067 3.1302 -0.02 -0.04 -0.04
O 0.4921 0.9572 3.6269 -0.08 0.15 0.05
H 4.5008 0.4718 3.6514 -0.01 -0.02 -0.02
F -4.8132 -2.0631 2.2197 -0.07 0.03 0.06
O 0.4565 0.0463 -1.8320 -0.06 -0.24 0.25
O 2.0956 -0.1095 0.4791 0.19 -0.28 0.08
H 2.0384 -2.8505 -3.9350 0.00 0.00 0.00
Yb -0.2283 -0.3597 0.3021 0.26 1.04 -1.19
O 1.3379 -0.5418 -3.8091 0.07 0.00 0.05
P 2.9815 -0.8834 1.3967 -0.25 0.10 0.04
H 2.4870 -1.9919 4.4974 -0.01 -0.01 0.03
C 0.9657 -0.7655 -2.6631 -0.03 0.08 -0.07
H 4.5587 0.2140 0.4530 -0.04 -0.02 0.02
C -3.1020 2.2009 -2.6551 0.02 -0.03 0.00
H 1.0750 -5.8014 -0.9439 0.00 0.00 0.00
H -2.2355 0.2260 -2.5429 -0.01 0.00 -0.01
O 0.7261 -1.2944 4.7963 0.06 -0.04 -0.02
H 0.2299 1.3914 2.7652 0.07 -0.06 0.05
O -2.0815 -1.5895 -0.3325 -0.56 -0.20 0.06
F -2.7870 -2.7480 2.5099 0.07 -0.02 0.03
C 1.1031 -4.7919 -1.3250 0.02 0.04 -0.02
O 3.1805 -1.8125 3.8263 -0.08 0.07 -0.04
C 1.0710 -2.2077 -2.1684 0.03 -0.09 -0.01
C -1.7866 2.5387 -0.3064 -0.07 0.12 0.00
C -3.2014 3.4183 -1.9986 -0.04 0.06 0.00
C 2.6991 -0.6160 3.1739 0.22 0.00 0.15
N -1.7039 1.3674 -0.9252 0.04 -0.15 0.08
H 2.1178 -5.2611 -3.1501 0.00 0.01 0.00
C 0.5519 -3.7574 -0.5822 0.14 -0.21 -0.16
```
Positions in Å, forces in eV/Å.

Mulliken population analysis, charges in e, atoms 1 to 4: -0.55, 0.53, 1.11, -0.50


This record from the Open Molecules 2025 dataset describes a molecular structure, C41H29Co2N2O7P. The level of theory is wB97M-V/def2-TZVPD.

Summary:
LUMO, eV: 3.8
Total charge: -2
Maximum force, eV/Å: 4.7

XYZ file:
```
82
Properties=species:S:1:pos:R:3:forces:R:3
C 4.7147 0.8325 -2.2057 -0.34 0.12 -0.05
H -3.4534 4.0026 0.4367 0.09 0.13 -0.43
C -2.7996 3.1534 -2.8083 -0.13 0.39 0.05
P -2.3673 1.4415 -0.6572 -0.42 -0.19 -0.31
O -1.7054 -0.5193 -3.7674 0.39 0.70 1.12
C 2.2716 0.7715 -2.5206 -1.44 1.07 -0.55
C -3.1299 1.9138 3.8756 0.16 0.00 -0.20
H -3.9136 6.3624 -3.1454 0.05 -0.19 0.12
O 4.6337 -7.9860 0.0076 -0.99 0.02 0.51
C 2.0931 -4.7156 2.2518 0.04 -0.70 -0.10
C -4.1847 2.0573 2.9670 0.08 -0.06 -0.22
H -2.8375 -1.3247 -0.0095 -0.27 0.08 -0.26
H 1.2086 -4.4753 2.8421 0.22 -0.06 -0.36
C 3.4447 -6.3761 1.1448 -0.15 -0.47 -0.36
C 3.3631 -0.6203 -0.7839 1.02 0.30 -0.70
H -4.9752 1.7847 -2.1262 0.02 -0.41 0.12
C -3.7779 0.3219 -1.0626 -0.30 0.31 0.23
C -0.2564 -0.5491 -0.2663 0.10 -2.68 1.18
H -4.7745 2.0055 0.8835 0.25 -0.04 0.24
O 3.0026 4.4236 -0.7495 -1.10 -0.79 0.29
H 2.0219 -1.9842 4.3655 -0.54 0.02 0.02
O -0.1524 -1.4200 0.5011 -0.07 1.47 -0.96
H -0.5995 1.2269 1.6740 -0.63 0.17 0.21
H 2.4144 -1.0926 -0.5454 0.17 0.03 -0.07
H -0.1322 2.8779 -2.9513 0.15 0.26 0.04
C -1.1808 -0.0216 -2.8549 0.15 -0.92 -1.35
C -3.6355 5.4265 -2.6609 0.05 -0.27 0.13
N 5.1009 -1.1122 3.1936 -1.29 -0.79 -0.41
C 4.5349 -1.0027 -0.1373 -0.22 0.02 0.28
H 6.7899 1.0474 -1.6719 -0.24 -0.12 0.09
C 2.9660 -2.3871 2.5545 0.06 -2.25 -0.54
C -2.6536 1.6444 1.1327 -0.42 0.00 0.25
C -5.9083 -0.1715 -2.1125 0.31 -0.12 0.17
C -3.7466 5.2912 -1.2727 0.08 0.04 -0.16
C 3.1198 -3.7251 2.0768 0.02 1.39 0.57
C 1.1932 1.3518 -1.8717 1.92 0.35 -4.15
C -3.1601 4.3555 -3.4296 -0.05 -0.27 0.44
C -3.6945 -1.0060 -0.6105 -0.46 -0.09 -0.32
H -6.7691 0.1661 -2.6901 0.16 -0.13 0.12
Co 0.8678 2.4708 -0.5024 1.01 1.44 4.39
C -3.3713 4.1010 -0.6478 -0.19 0.02 -0.37
C 1.6329 1.4644 0.7066 1.68 -0.96 3.07
H 0.8825 -2.5968 3.1134 0.16 0.22 -0.01
C 2.1469 3.6544 -0.6510 1.90 1.01 -1.01
H 4.4940 -1.8398 0.5600 0.03 0.62 -0.21
H -4.1188 6.1162 -0.6600 0.13 -0.19 -0.25
O 2.1992 0.9245 1.5659 -1.30 0.88 -1.91
C -4.8944 0.7448 -1.7960 -0.14 -0.53 -0.02
H 1.4941 -6.7641 1.9761 0.11 0.11 -0.03
H -2.4156 2.3183 -3.4058 -0.19 0.35 0.30
C -4.7077 -1.9181 -0.9353 0.18 0.44 0.04
C 4.3485 -4.1588 1.4769 0.49 -1.24 -0.26
H 4.7631 1.4944 -3.0827 0.01 -0.20 0.48
C 5.8349 0.5716 -1.4345 0.04 -0.46 0.35
H 5.2267 -3.5049 1.4642 -0.50 -0.12 -0.10
O -0.7603 4.4389 0.8554 0.72 -0.74 -0.77
H -4.6232 -2.9498 -0.5930 -0.07 0.23 -0.11
C 5.7391 -0.3353 -0.3638 0.04 0.00 -0.51
C 4.4904 -5.4478 0.9873 0.00 0.84 0.39
C -1.6053 1.4703 2.0418 -0.15 0.00 0.23
C 1.7523 -1.9622 3.2951 -0.17 0.62 0.62
C 3.4471 0.3231 -1.8385 0.48 -0.69 0.44
Co -0.5015 0.7237 -1.4170 -3.11 -1.53 1.90
C -1.8437 1.6159 3.4150 -0.22 0.02 -0.28
H -6.5969 -2.2199 -1.9481 0.24 0.23 0.07
H 1.4924 -0.9245 3.0509 -0.10 -0.23 0.06
H 6.5992 -0.5505 0.2653 -0.08 -0.05 -0.16
C 4.1297 -1.6900 2.8708 1.86 1.25 0.52
N 3.5795 -7.6881 0.6142 0.09 -0.18 -0.07
C 0.1193 2.2821 -2.0878 1.01 -0.61 -4.14
C -5.8121 -1.5039 -1.6916 0.12 0.23 0.03
H 5.4096 -5.7719 0.5003 -0.26 0.12 0.19
H -5.1930 2.2855 3.3181 0.27 -0.09 -0.03
C -3.9512 1.9090 1.5964 0.21 0.05 0.63
H 2.2588 0.8489 -3.6156 0.31 0.11 0.26
H -3.0681 4.4375 -4.5108 -0.02 0.08 0.19
C -0.1746 3.6160 0.2853 -1.71 1.48 1.67
C -2.9128 3.0246 -1.4129 -0.11 0.05 0.24
O 2.6420 -8.5030 0.7721 0.89 0.51 -0.22
H -1.0146 1.5036 4.1113 -0.20 -0.02 -0.09
C 2.2574 -6.0118 1.8098 0.08 0.66 0.09
H -3.3083 2.0330 4.9461 0.03 -0.03 -0.29
```
Positions in Å, forces in eV/Å.

Mulliken population analysis, charges in e, atoms 1 to 4: -0.50, 0.43, -0.42, 1.47


Question: Among the records above, which one has the highest total charge?
Answer: C4H8NO2